(1)
Formula: CH4IP
Source: OMol25
Level of theory: ωB97M-V/def2-TZVPD

The calculation puts the HOMO energy at -9.41 eV. For the energy above the lowest of the compared OMol25 structures with the same formula, charge and spin, the calculation gives 1.737 eV. Its electronic energy is -18489.78647 eV. Its frontier orbital gap is 0.3471 hartree. The molar mass comes out at 173.921 g/mol.

```
! wB97M-V def2-TZVPD RIJCOSX def2/J DEFGRID3
* xyz 0 1
C -0.346 -0.471 -0.183
P 0.453 1.207 0.052
I -2.470 -0.039 0.343
H -0.366 -0.621 -1.255
H 0.291 -1.387 0.295
H 0.775 0.613 1.267
H 1.663 0.697 -0.520
*
```

Löwdin population analysis, charges in e, atoms 1 to 6: -0.980, 0.626, 0.563, -0.048, 0.076, -0.126

(2)
Formula: C2H2O2S2
Source: OMol25
Level of theory: ωB97M-V/def2-TZVPD

The calculation puts the HOMO energy at -9.81 eV. For the energy above the lowest of the compared OMol25 structures with the same formula, charge and spin, the calculation gives 6.589 eV. Its electronic energy is -27865.01724 eV. Its frontier orbital gap is 0.2958 hartree. The molar mass comes out at 122.170 g/mol.

```
! wB97M-V def2-TZVPD RIJCOSX def2/J DEFGRID3
* xyz 0 1
C 1.229 1.065 1.707
C 0.533 1.088 0.745
O -1.352 -1.449 0.159
O -0.617 0.791 -0.636
S 0.825 -1.476 -1.756
S -0.730 -0.747 -0.921
H 1.847 1.175 2.555
H -1.735 -0.448 -1.855
*
```

Löwdin population analysis, charges in e, atoms 1 to 6: 0.084, 0.042, -0.395, -0.361, 0.299, 0.208

(3)
Formula: C8H12I2O2
Source: OMol25
Level of theory: ωB97M-V/def2-TZVPD

The calculation puts the HOMO energy at -9.22 eV. For the energy above the lowest of the compared OMol25 structures with the same formula, charge and spin, the calculation gives 0.000 eV. Its electronic energy is -28783.57312 eV. Its frontier orbital gap is 0.3283 hartree. The molar mass comes out at 393.990 g/mol. As for the SMILES: C=C([C@H](O)/C=C/C)[C@@](O)(I)CI.

```
! wB97M-V def2-TZVPD RIJCOSX def2/J DEFGRID3
* xyz 0 1
C -1.597 -1.643 0.193
C -1.140 -0.402 0.062
C -0.810 0.358 -1.197
O -1.004 -0.392 -2.345
C 0.656 0.791 -1.313
C 1.666 -0.067 -1.171
C 3.130 0.420 -1.337
C -1.125 0.541 1.449
O -0.164 1.552 1.533
I -3.107 1.468 1.374
C -1.109 -0.238 2.723
I 0.935 -1.332 2.912
H -2.025 -2.165 1.111
H -1.831 -2.245 -0.668
H -1.382 1.329 -1.285
H -1.920 -0.865 -2.594
H 0.833 1.772 -1.692
H 1.700 -1.149 -0.978
H 3.782 0.280 -0.460
H 3.692 0.044 -2.212
H 3.165 1.435 -1.730
H 0.615 1.357 0.950
H -1.832 -1.147 2.884
H -1.130 0.295 3.790
*
```

Löwdin population analysis, charges in e, atoms 1 to 6: 0.029, -0.288, -0.410, -0.068, -0.074, -0.104

(4)
Formula: C3H7N2O2
Source: OMol25
Level of theory: ωB97M-V/def2-TZVPD

The calculation puts the HOMO energy at -4.14 eV. For the energy above the lowest of the compared OMol25 structures with the same formula, charge and spin, the calculation gives 2.668 eV. Its electronic energy is -10298.96724 eV. Its frontier orbital gap is 0.3138 hartree. The molar mass comes out at 103.101 g/mol.

```
! wB97M-V def2-TZVPD RIJCOSX def2/J DEFGRID3
* xyz -1 1
C 1.989 -0.777 -0.289
C -1.343 -1.005 -0.354
C -0.186 2.103 0.337
N -1.177 0.083 0.617
N -0.884 1.205 -0.134
O 1.408 -1.241 0.711
O 2.134 0.460 -0.578
H -2.173 -0.776 -1.086
H -0.381 -1.265 -0.906
H -1.467 -1.911 0.225
H 2.409 -1.626 -1.016
H 0.007 2.899 -0.218
H 0.278 2.082 1.303
H -0.614 -0.230 1.388
*
```

Löwdin population analysis, charges in e, atoms 1 to 6: -0.668, -0.161, -0.097, -0.135, -0.062, -0.164